1.
This record from the Open Molecules 2025 dataset describes one molecule with the formula C13H19N3O8 in a non-equilibrium geometry. The level of theory is wB97M-V/def2-TZVPD.

```
! wB97M-V def2-TZVPD RIJCOSX def2/J DEFGRID3
* xyz 0 1
C 0.251 1.881 1.242
C 0.020 0.979 0.062
N -0.010 -0.305 0.230
O 0.129 -0.930 1.511
C -0.277 -2.305 1.432
C 0.680 -3.177 2.236
O 0.206 -4.025 2.969
N 2.023 -2.933 2.210
C 2.973 -3.469 3.214
C 4.269 -2.603 3.372
O 4.429 -1.657 2.595
O 5.137 -2.911 4.362
C -0.154 1.515 -1.312
C 0.554 0.759 -2.420
N -0.069 1.253 -3.651
C -1.410 1.856 -3.293
C -1.598 3.365 -3.621
O -0.604 4.027 -3.924
O -2.880 3.848 -3.611
C -1.598 1.615 -1.755
C -2.520 0.415 -1.459
C -3.049 0.343 -0.023
O -3.015 1.317 0.709
O -3.429 -0.871 0.359
H -0.711 2.224 1.656
H 0.841 1.417 2.019
H 0.841 2.775 0.970
H -0.320 -2.604 0.378
H -1.252 -2.414 1.854
H 2.354 -2.109 1.711
H 2.390 -3.514 4.142
H 3.258 -4.518 2.937
H 5.841 -2.237 4.344
H 0.244 2.524 -1.274
H 1.616 0.983 -2.421
H 0.387 -0.295 -2.323
H 0.532 1.942 -4.085
H -2.181 1.303 -3.821
H -2.813 4.793 -3.761
H -2.027 2.491 -1.268
H -3.422 0.481 -2.134
H -2.011 -0.508 -1.661
H -3.625 -0.724 1.303
*
```

**HOMO-LUMO gap**: 9.731 eV
**Relative energy (zero: lowest compared OMol25 entry of this formula, charge and spin)**: 0.0 kJ/mol
**Structure (SMILES)**: C/C(=N\OCC(=O)NCC(=O)O)[C@H]1CN[C@H](C(=O)O)[C@H]1CC(=O)O
**Max |F|**: 3.784 eV/Å

2.
This record from the Open Molecules 2025 dataset describes a 2-piece molecular cluster, C13H19N4O4 overall in a non-equilibrium geometry. The level of theory is wB97M-V/def2-TZVPD.

```
! wB97M-V def2-TZVPD RIJCOSX def2/J DEFGRID3
* xyz -1 1
C -4.400 -0.278 1.506
C -4.125 0.547 0.268
C -4.388 -0.286 -0.973
C -5.004 1.792 0.262
O -2.741 1.060 0.262
C -1.746 0.132 0.287
N -0.543 0.813 -0.038
N 0.485 0.055 -0.046
C 1.688 0.818 0.194
O 1.767 2.014 0.388
O 2.730 -0.051 0.182
C 4.090 0.524 0.163
C 4.380 1.334 1.409
C 4.300 1.404 -1.054
C 4.999 -0.697 0.098
O -1.896 -1.050 0.556
H -4.226 0.318 2.410
H -5.444 -0.615 1.507
H -3.741 -1.150 1.509
H -4.203 0.305 -1.879
H -3.746 -1.174 -0.975
H -5.433 -0.616 -0.984
H -4.811 2.406 -0.626
H -6.068 1.522 0.259
H -4.816 2.409 1.149
H 4.263 0.722 2.312
H 5.414 1.700 1.381
H 3.705 2.194 1.458
H 4.111 0.842 -1.977
H 3.636 2.274 -1.010
H 5.337 1.761 -1.078
H 4.765 -1.300 -0.789
H 6.056 -0.407 0.050
H 4.858 -1.326 0.985
C 0.111 -2.587 -0.960
C 1.131 -2.854 -1.859
N 2.011 -3.055 -2.613
C -0.899 -3.518 -0.775
N -1.758 -4.305 -0.604
H 0.151 -1.674 -0.354
*
```

**HOMO-LUMO gap**: 3.985 eV
**Relative energy (zero: lowest compared OMol25 entry of this formula, charge and spin)**: 50.3 kJ/mol
**Max |F|**: 2.899 eV/Å

3.
This record from the Open Molecules 2025 dataset describes C13H19NO7PPtS4Sb as an isolated structure in a non-equilibrium geometry. The level of theory is wB97M-V/def2-TZVPD.

```
! wB97M-V def2-TZVPD RIJCOSX def2/J DEFGRID3
* xyz 0 5
Pt -0.011 -0.020 -0.888
S -3.399 -1.699 2.462
Sb -1.532 -2.116 1.208
S 0.430 -0.788 1.515
S -1.733 -1.658 -1.186
S -1.002 -4.354 1.534
C -0.899 3.901 -2.910
C -1.732 2.767 -2.347
O -1.784 2.879 -0.914
P -1.261 1.716 0.058
O -0.642 2.554 1.249
C 0.632 3.226 1.110
C 0.426 4.725 1.162
O -2.545 1.104 0.747
C -3.589 1.945 1.309
C -4.739 2.089 0.334
H -1.055 3.993 -3.985
H 0.161 3.729 -2.717
H -1.185 4.840 -2.437
H -1.302 1.799 -2.621
H -2.757 2.806 -2.718
H 1.116 2.924 0.179
H 1.247 2.883 1.941
H -0.301 5.036 0.411
H 1.370 5.234 0.965
H 0.061 5.029 2.143
H -3.160 2.907 1.588
H -3.909 1.422 2.206
H -4.448 2.692 -0.525
H -5.586 2.569 0.825
H -5.049 1.103 -0.016
O 1.942 -0.769 -1.615
C 2.552 0.339 -1.534
O 1.950 1.396 -1.226
C 4.022 0.361 -1.801
C 4.722 -0.831 -1.957
C 6.079 -0.807 -2.218
C 6.721 0.417 -2.322
C 6.043 1.614 -2.150
C 4.687 1.579 -1.886
N 8.162 0.446 -2.598
O 8.724 -0.617 -2.781
O 8.704 1.534 -2.655
H 4.197 -1.771 -1.863
H 6.646 -1.719 -2.332
H 6.581 2.548 -2.215
H 4.127 2.491 -1.734
*
```

**HOMO-LUMO gap (alpha / beta)**: 7.191 / 5.319 eV
**Expectation value of S²**: 6.0224
**Relative energy (zero: lowest compared OMol25 entry of this formula, charge and spin)**: 21.6 kJ/mol
**Max |F|**: 1.558 eV/Å

4.
This record from the Open Molecules 2025 dataset describes C13H19O6Sn as an isolated structure. The level of theory is wB97M-V/def2-TZVPD.

```
! wB97M-V def2-TZVPD RIJCOSX def2/J DEFGRID3
* xyz 3 1
Sn 0.346 -0.223 0.354
C 2.726 -0.952 -1.827
O 1.819 0.106 -1.365
C 1.378 1.012 -2.402
C 0.496 2.014 -1.709
O -0.508 1.305 -0.900
C -1.809 0.977 -1.511
C -1.833 -0.502 -1.796
O -1.389 -1.160 -0.579
C -2.316 -2.131 0.038
H 3.549 -0.472 -2.351
H 3.098 -1.456 -0.939
H 2.183 -1.634 -2.478
H 2.248 1.522 -2.823
H 0.876 0.451 -3.193
H 1.065 2.600 -0.987
H -0.019 2.693 -2.384
H -2.551 1.272 -0.770
H -1.933 1.584 -2.406
H -2.837 -0.842 -2.051
H -1.152 -0.798 -2.594
H -2.649 -2.802 -0.749
H -1.745 -2.675 0.783
H -3.139 -1.583 0.490
O -0.310 -1.535 4.875
C -0.192 -0.298 5.275
C -0.203 0.050 6.659
C -0.116 1.364 7.030
C 0.020 2.349 6.045
C 0.029 2.008 4.661
C -0.054 0.704 4.266
C 0.019 0.361 2.815
O 0.846 0.994 2.080
O -0.725 -0.502 2.269
H -0.367 -2.175 5.608
H -0.310 -0.741 7.393
H -0.140 1.648 8.074
H 0.160 3.382 6.337
H 0.134 2.798 3.928
*
```

**HOMO-LUMO gap (alpha / beta)**: 6.886 / 6.464 eV
**Relative energy (zero: lowest compared OMol25 entry of this formula, charge and spin)**: 0.0 kJ/mol
**Max |F|**: 0.586 eV/Å